1.
{"formula": "C18H45N4O4", "method": "the ωB97M-V functional and the def2-TZVPD basis", "charge": -1, "elements": ["C", "C", "C", "C", "C", "N", "C", "N", "H", "H", "H", "H", "H", "H", "H", "H", "H", "H", "H", "H", "H", "H", "H", "C", "O", "C", "C", "N", "C", "C", "O", "C", "H", "H", "H", "H", "H", "H", "H", "H", "H", "H", "H", "H", "H", "H", "H", "C", "O", "C", "C", "N", "C", "C", "O", "C", "H", "H", "H", "H", "H", "H", "H", "H", "H", "H", "H", "H", "H", "H", "H"], "positions_angstrom": [[-1.375, 2.499, 2.423], [-2.405, 2.125, 1.319], [-3.381, 1.022, 1.871], [-1.791, 1.773, -0.080], [-0.226, 1.801, -0.166], [0.504, 0.807, 0.592], [-0.142, -0.482, 0.584], [0.830, -1.478, 1.120], [-1.952, 2.595, 3.377], [-0.602, 1.737, 2.605], [-0.983, 3.508, 2.212], [-3.058, 3.017, 1.188], [-4.243, 0.856, 1.201], [-2.857, 0.100, 2.172], [-3.801, 1.460, 2.806], [-2.252, 0.828, -0.439], [-2.162, 2.549, -0.796], [0.089, 2.805, 0.216], [0.076, 1.782, -1.260], [-0.547, -0.793, -0.415], [-0.978, -0.449, 1.350], [1.469, -0.953, 1.709], [0.287, -2.105, 1.708], [-3.213, -3.767, 2.773], [-2.424, -3.638, 1.607], [-2.081, -4.883, 1.010], [-2.808, -5.061, -0.313], [-4.239, -5.268, -0.107], [-5.033, -5.179, -1.330], [-5.039, -3.840, -2.077], [-5.676, -2.789, -1.375], [-4.842, -2.117, -0.438], [-3.268, -2.786, 3.246], [-4.231, -4.089, 2.533], [-2.762, -4.469, 3.481], [-2.263, -5.723, 1.688], [-1.007, -4.849, 0.807], [-2.392, -5.926, -0.840], [-2.615, -4.167, -0.915], [-4.577, -4.568, 0.540], [-6.064, -5.410, -1.051], [-4.710, -5.967, -2.019], [-5.626, -3.986, -2.989], [-4.040, -3.536, -2.407], [-3.798, -2.088, -0.755], [-4.930, -2.579, 0.548], [-5.201, -1.091, -0.344], [7.424, 3.697, -2.595], [6.362, 4.510, -2.134], [5.152, 4.340, -2.872], [4.090, 3.641, -2.035], [4.426, 2.239, -1.811], [3.584, 1.577, -0.804], [3.635, 2.107, 0.629], [4.888, 1.895, 1.288], [5.871, 2.876, 1.032], [8.335, 4.025, -2.093], [7.256, 2.645, -2.346], [7.564, 3.802, -3.675], [5.323, 3.814, -3.817], [4.792, 5.345, -3.113], [3.130, 3.696, -2.556], [4.000, 4.190, -1.091], [5.389, 2.179, -1.508], [3.890, 0.529, -0.780], [2.546, 1.592, -1.145], [2.897, 1.537, 1.198], [3.328, 3.156, 0.705], [5.437, 3.866, 0.872], [6.491, 2.590, 0.176], [6.529, 2.926, 1.904]]}

2.
{"formula": "C18H46Br2FN3O5PS5", "method": "the ωB97M-V functional and the def2-TZVPD basis", "charge": 1, "elements": ["C", "C", "F", "C", "Br", "C", "C", "C", "C", "N", "N", "C", "Br", "P", "N", "H", "H", "H", "H", "H", "H", "H", "H", "H", "H", "H", "H", "H", "H", "H", "H", "C", "S", "O", "C", "H", "H", "H", "H", "H", "H", "C", "S", "O", "C", "H", "H", "H", "H", "H", "H", "C", "S", "O", "C", "H", "H", "H", "H", "H", "H", "C", "S", "O", "C", "H", "H", "H", "H", "H", "H", "C", "S", "O", "C", "H", "H", "H", "H", "H", "H"], "positions_angstrom": [[-0.440, 2.171, -4.250], [0.659, 3.261, -4.490], [1.441, 3.407, -3.358], [0.085, 4.627, -5.041], [0.904, 4.789, -6.833], [-1.481, 4.763, -5.016], [-1.665, 6.310, -5.180], [-2.978, 6.874, -5.753], [-4.131, 5.854, -5.383], [-4.260, 5.687, -3.921], [-0.591, 6.920, -4.771], [0.426, 5.963, -4.242], [2.285, 6.383, -4.733], [0.024, 5.975, -2.364], [0.913, 7.028, -1.574], [-1.070, 2.092, -5.163], [0.038, 1.188, -4.065], [-1.119, 2.436, -3.411], [1.322, 2.839, -5.273], [-1.879, 4.305, -5.941], [-1.889, 4.447, -4.036], [-2.987, 6.956, -6.861], [-3.265, 7.838, -5.287], [-4.027, 4.889, -5.928], [-5.088, 6.310, -5.729], [-5.216, 5.836, -3.618], [-4.050, 4.726, -3.659], [-0.524, 7.937, -4.776], [0.172, 4.667, -1.816], [-1.359, 6.321, -2.305], [1.575, 7.503, -2.184], [1.324, 0.952, 1.365], [0.240, 2.388, 1.294], [-0.114, 2.608, -0.144], [1.502, 3.600, 1.725], [0.747, 0.072, 1.089], [2.152, 1.078, 0.666], [1.702, 0.830, 2.380], [2.319, 3.557, 1.004], [1.874, 3.394, 2.729], [1.049, 4.591, 1.703], [2.116, -2.810, 0.502], [1.658, -3.282, 2.180], [1.939, -2.110, 3.069], [2.994, -4.467, 2.408], [1.427, -2.038, 0.161], [3.135, -2.419, 0.492], [2.037, -3.679, -0.151], [3.956, -3.972, 2.277], [2.883, -5.277, 1.686], [2.929, -4.868, 3.417], [-2.211, -5.011, 2.067], [-1.702, -5.983, 0.638], [-0.274, -5.645, 0.356], [-2.711, -5.093, -0.562], [-1.667, -5.373, 2.938], [-1.977, -3.958, 1.903], [-3.281, -5.140, 2.229], [-2.445, -4.035, -0.559], [-3.765, -5.218, -0.312], [-2.520, -5.514, -1.548], [-1.849, -8.527, 4.945], [-3.458, -8.863, 4.204], [-3.418, -8.352, 2.802], [-4.372, -7.660, 5.189], [-1.107, -9.149, 4.448], [-1.591, -7.476, 4.811], [-1.879, -8.776, 6.006], [-3.953, -6.664, 5.039], [-4.319, -7.938, 6.242], [-5.411, -7.670, 4.863], [6.598, -1.995, 5.715], [4.823, -2.308, 5.683], [4.604, -3.541, 4.871], [4.403, -0.896, 4.644], [7.076, -2.789, 6.287], [6.992, -1.991, 4.698], [6.789, -1.036, 6.197], [4.937, -0.961, 3.695], [4.667, 0.027, 5.164], [3.331, -0.914, 4.457]]}

3.
{"formula": "C18H46F3N2NbO7PS", "method": "the ωB97M-V functional and the def2-TZVPD basis", "charge": -1, "elements": ["C", "C", "O", "C", "Nb", "P", "C", "C", "S", "O", "O", "C", "F", "F", "F", "H", "H", "H", "H", "H", "H", "H", "H", "H", "H", "H", "H", "H", "H", "H", "H", "C", "O", "C", "C", "N", "C", "C", "O", "C", "H", "H", "H", "H", "H", "H", "H", "H", "H", "H", "H", "H", "H", "H", "H", "C", "O", "C", "C", "N", "C", "C", "O", "C", "H", "H", "H", "H", "H", "H", "H", "H", "H", "H", "H", "H", "H", "H", "H"], "positions_angstrom": [[-3.435, -1.049, 2.946], [-2.922, -2.493, 3.032], [-3.852, -3.163, 3.925], [-1.467, -2.592, 3.477], [0.166, -2.493, 1.949], [1.625, -2.411, -0.120], [2.156, -4.019, -0.811], [0.878, -1.563, -1.574], [2.014, -2.888, 3.744], [1.437, -3.836, 4.709], [3.287, -3.236, 3.096], [2.524, -1.455, 4.892], [2.708, -1.862, 6.151], [1.563, -0.504, 4.901], [3.667, -0.873, 4.480], [-4.536, -1.036, 2.957], [-3.083, -0.581, 2.013], [-3.071, -0.440, 3.794], [-3.017, -2.955, 2.030], [-3.548, -4.073, 4.022], [-1.307, -3.586, 3.935], [-1.251, -1.820, 4.243], [0.529, -0.692, 2.180], [-1.135, -1.790, 0.931], [-0.176, -4.274, 1.561], [1.299, -4.611, -1.166], [2.648, -4.561, 0.013], [2.881, -3.889, -1.633], [-0.105, -1.996, -1.822], [0.736, -0.503, -1.298], [1.531, -1.610, -2.457], [4.150, 6.269, 2.468], [4.354, 5.617, 1.235], [5.323, 4.575, 1.272], [4.686, 3.226, 1.033], [3.835, 2.848, 2.146], [3.076, 1.615, 1.944], [2.029, 1.599, 0.843], [0.934, 2.468, 1.081], [1.082, 3.781, 0.603], [3.450, 7.083, 2.286], [3.730, 5.602, 3.229], [5.084, 6.687, 2.859], [5.833, 4.578, 2.240], [6.062, 4.774, 0.491], [5.482, 2.480, 0.936], [4.160, 3.269, 0.067], [3.189, 3.605, 2.334], [2.570, 1.370, 2.880], [3.782, 0.802, 1.750], [1.636, 0.582, 0.818], [2.456, 1.821, -0.145], [1.690, 3.810, -0.309], [1.540, 4.457, 1.335], [0.086, 4.161, 0.371], [-2.187, 2.108, -4.177], [-3.501, 1.598, -4.116], [-3.996, 1.064, -5.334], [-4.214, -0.427, -5.218], [-2.946, -1.126, -5.103], [-3.050, -2.551, -4.821], [-3.644, -2.965, -3.481], [-2.855, -2.582, -2.379], [-3.139, -1.309, -1.827], [-1.971, 2.545, -3.204], [-1.445, 1.329, -4.386], [-2.095, 2.884, -4.944], [-3.297, 1.276, -6.150], [-4.948, 1.554, -5.560], [-4.728, -0.780, -6.118], [-4.889, -0.597, -4.366], [-2.398, -0.690, -4.371], [-2.045, -2.975, -4.878], [-3.639, -3.017, -5.620], [-3.693, -4.057, -3.465], [-4.669, -2.592, -3.355], [-4.203, -1.068, -1.911], [-2.560, -0.514, -2.308], [-2.856, -1.333, -0.776]]}

4.
{"formula": "C18H47B2NO15PS3", "method": "the ωB97M-V functional and the def2-TZVPD basis", "charge": 1, "elements": ["C", "B", "O", "C", "C", "C", "P", "O", "O", "O", "C", "C", "C", "C", "C", "B", "O", "O", "N", "H", "H", "H", "H", "H", "H", "H", "H", "H", "H", "H", "H", "H", "H", "H", "H", "H", "H", "H", "H", "H", "H", "H", "O", "S", "O", "O", "C", "C", "C", "H", "H", "H", "H", "H", "H", "H", "H", "O", "S", "O", "O", "C", "C", "C", "H", "H", "H", "H", "H", "H", "H", "H", "O", "S", "O", "O", "C", "C", "C", "H", "H", "H", "H", "H", "H", "H", "H"], "positions_angstrom": [[3.359, 0.478, -0.859], [2.000, 0.266, -1.761], [2.112, 0.532, -3.236], [0.533, -0.249, -1.226], [0.274, -0.401, 0.408], [-1.088, 0.478, 0.822], [-0.307, 2.128, 1.375], [0.999, 2.557, 0.596], [-1.380, 3.497, 1.386], [0.194, 1.890, 3.061], [-1.880, 0.360, -0.605], [-3.104, 1.379, -0.975], [-4.137, 1.723, 0.244], [-5.247, 2.802, -0.391], [-5.011, 0.460, 0.811], [-2.409, -1.151, -1.109], [-2.681, -1.449, -2.554], [-2.636, -2.171, -0.067], [-0.720, 0.566, -1.603], [3.457, 1.620, -0.611], [3.436, -0.234, 0.070], [4.275, 0.195, -1.569], [2.339, -0.342, -3.705], [0.553, -1.394, -1.564], [0.145, -1.527, 0.767], [1.250, -0.049, 0.977], [-1.726, -0.005, 1.706], [-1.521, 3.833, 0.452], [-0.091, 2.722, 3.581], [-3.757, 1.039, -1.902], [-2.601, 2.413, -1.297], [-3.669, 2.267, 1.168], [-4.683, 3.721, -0.848], [-5.781, 2.253, -1.307], [-6.097, 3.080, 0.362], [-4.327, -0.449, 1.170], [-5.596, 0.824, 1.781], [-5.814, 0.032, 0.076], [-3.417, -0.867, -2.905], [-2.460, -3.056, -0.533], [-0.953, 0.550, -2.622], [-0.454, 1.580, -1.460], [-0.427, -5.533, -0.077], [-0.527, -5.129, 1.310], [0.296, -4.079, 1.866], [-0.401, -6.451, 2.256], [0.742, -7.284, 2.114], [1.969, -6.657, 2.749], [-2.225, -4.754, 1.669], [0.919, -7.521, 1.059], [0.517, -8.227, 2.624], [2.273, -5.755, 2.214], [2.811, -7.356, 2.737], [1.763, -6.366, 3.784], [-2.855, -5.560, 1.291], [-2.474, -3.816, 1.169], [-2.341, -4.642, 2.749], [3.441, -0.497, 6.749], [3.260, 0.910, 7.041], [1.956, 1.536, 7.031], [4.267, 1.780, 6.098], [4.203, 1.604, 4.690], [2.985, 2.289, 4.098], [4.038, 1.270, 8.595], [4.224, 0.540, 4.431], [5.107, 2.056, 4.268], [2.062, 1.810, 4.432], [3.009, 2.247, 3.005], [2.939, 3.337, 4.413], [5.040, 0.838, 8.601], [3.431, 0.822, 9.385], [4.078, 2.353, 8.728], [-0.924, 2.059, -5.421], [0.098, 2.812, -6.117], [-0.183, 4.074, -6.764], [0.845, 1.830, -7.184], [0.056, 1.149, -8.149], [-0.396, 2.082, -9.257], [1.475, 3.044, -5.021], [-0.799, 0.655, -7.673], [0.684, 0.362, -8.580], [-1.093, 2.834, -8.879], [-0.901, 1.525, -10.052], [0.457, 2.618, -9.685], [1.725, 2.089, -4.555], [1.178, 3.767, -4.258], [2.320, 3.434, -5.592]]}

Calculated E_HOMO, -1.7093 -9.7633 -4.8013 -12.3685 eV (same order as the records).
Calculated orbital gap, 4.51 5.51 6.73 9.37 eV (same order as the records).